[1]
{"formula": "C34H19Cl5N5O2SeTeTi", "method": "ωB97M-V/def2-TZVPD", "elements": ["Te", "Se", "Ti", "Cl", "Cl", "Cl", "Cl", "Cl", "O", "O", "N", "N", "N", "N", "N", "C", "C", "C", "C", "C", "C", "C", "C", "C", "C", "C", "C", "C", "C", "C", "C", "C", "C", "C", "C", "C", "C", "C", "C", "C", "C", "C", "C", "C", "C", "C", "C", "C", "C", "H", "H", "H", "H", "H", "H", "H", "H", "H", "H", "H", "H", "H", "H", "H", "H", "H", "H", "H"], "xyz": [[-1.94, -1.71, -2.05], [1.88, 0.89, -3.55], [-0.10, -0.01, -0.75], [-3.42, 3.83, -3.04], [-1.10, 1.79, -2.96], [-5.57, 1.50, 1.32], [-3.22, -0.48, 1.46], [-5.68, 3.70, -0.87], [-0.64, -2.70, 5.56], [-0.54, -0.50, 6.12], [1.71, 0.62, -1.78], [0.20, 2.00, 0.31], [3.57, 0.43, -3.57], [0.91, -1.97, -0.61], [-0.02, -0.42, 1.24], [-4.29, 1.61, 0.17], [-4.36, 2.60, -0.82], [0.00, 4.37, 0.43], [-3.35, 2.67, -1.77], [-0.19, -2.08, 2.91], [0.07, -1.70, 1.61], [0.56, -3.41, -5.22], [0.65, -2.59, 0.56], [5.26, -0.28, -1.96], [3.94, 0.15, -2.34], [-0.41, -1.10, 3.87], [-1.03, -4.41, -3.18], [0.45, -4.78, -5.04], [4.48, -0.39, 0.35], [-0.26, 0.54, 2.15], [-2.30, 1.78, -1.66], [1.01, -3.90, 0.79], [3.23, 0.00, 0.04], [-0.58, 3.04, 2.32], [2.91, 0.27, -1.33], [-0.13, -2.54, -4.38], [-0.92, -3.03, -3.33], [-3.19, 0.75, 0.22], [-0.59, -1.47, 5.36], [1.75, -4.56, -0.18], [0.33, 3.21, -0.24], [-2.12, 0.84, -0.66], [-0.36, -5.28, -4.03], [2.11, -3.90, -1.34], [-0.22, 1.92, 1.59], [5.51, -0.55, -0.67], [-0.48, 4.28, 1.72], [1.64, -2.61, -1.52], [-0.41, 0.23, 3.48], [-0.07, -1.47, -4.54], [-0.47, -6.35, -3.91], [6.02, -0.37, -2.73], [-0.93, 2.92, 3.33], [2.69, -4.37, -2.11], [0.75, -4.37, 1.73], [2.06, -5.59, -0.01], [0.98, -5.46, -5.70], [-0.53, 0.97, 4.26], [1.83, -2.08, -2.45], [-1.65, -4.81, -2.39], [1.17, -3.01, -6.02], [2.48, 0.13, 0.81], [0.11, 5.33, -0.07], [6.49, -0.87, -0.36], [0.70, 3.23, -1.26], [-0.77, 5.17, 2.27], [-0.17, -3.11, 3.25], [4.73, -0.58, 1.38]], "multiplicity": 2, "relative_energy_kj_mol": 30.9, "e_homo_ha": [-0.27324, -0.27566]}

---

[2]
{"formula": "C34H21Cl6N2O6Rb", "method": "ωB97M-V/def2-TZVPD", "elements": ["Rb", "Cl", "Cl", "Cl", "Cl", "Cl", "Cl", "O", "O", "O", "O", "O", "O", "N", "N", "C", "C", "C", "C", "C", "C", "C", "C", "C", "C", "C", "C", "C", "C", "C", "C", "C", "C", "C", "C", "C", "C", "C", "C", "C", "C", "C", "C", "C", "C", "C", "C", "C", "C", "H", "H", "H", "H", "H", "H", "H", "H", "H", "H", "H", "H", "H", "H", "H", "H", "H", "H", "H", "H", "H"], "xyz": [[1.63, -0.75, -0.45], [-3.49, -1.86, -6.08], [-2.30, 0.85, -5.09], [-7.15, -1.58, -2.81], [-2.55, -4.55, -4.82], [-0.14, 0.88, -2.82], [-0.42, -4.54, -2.52], [5.63, 0.70, -0.65], [3.91, -0.29, -1.73], [-3.17, -3.09, 1.24], [0.24, -1.93, 1.60], [4.81, 1.96, -3.88], [-1.60, -1.21, 2.70], [3.13, 0.38, 2.01], [0.56, 1.22, 1.56], [4.36, -0.03, 2.22], [-3.84, -1.51, -0.52], [-0.99, -1.92, 1.88], [-1.09, 2.00, 3.65], [-0.79, -0.69, -3.37], [-1.56, 1.97, 2.37], [-2.30, -1.85, -4.83], [1.03, 1.24, 2.82], [-6.14, -3.12, -0.81], [-0.91, -3.00, -3.25], [3.15, 2.68, -0.73], [-4.82, -1.22, -1.47], [-5.94, -2.01, -1.62], [4.21, 0.38, 4.57], [-2.71, -0.54, -0.32], [4.95, -0.04, 3.49], [0.79, 1.63, 5.23], [2.54, 4.38, -2.30], [-1.75, -3.01, 1.08], [-0.68, 1.58, 1.35], [-4.01, -2.66, 0.27], [4.03, 2.59, -2.94], [3.34, 3.76, -3.26], [-1.75, -0.65, -4.38], [-1.87, -3.05, -4.26], [4.59, 0.68, -1.33], [-0.35, -1.84, -2.76], [2.45, 3.83, -1.03], [2.39, 0.80, 3.06], [3.94, 2.03, -1.67], [-5.16, -3.43, 0.12], [2.06, 1.25, 5.45], [0.24, 1.63, 3.91], [2.89, 0.82, 4.37], [4.93, -0.32, 1.34], [2.47, 1.24, 6.46], [4.63, 0.38, 5.57], [3.42, 4.17, -4.26], [5.98, -0.38, 3.61], [0.15, 1.94, 6.05], [-1.48, -2.95, 0.02], [-7.02, -3.73, -0.93], [-2.59, 2.23, 2.13], [1.81, 4.30, -0.28], [-1.74, 2.29, 4.48], [-4.69, -0.35, -2.10], [4.64, 2.36, -4.73], [3.06, 2.23, 0.26], [-1.37, -3.96, 1.45], [-5.27, -4.30, 0.75], [-2.88, 0.35, -0.93], [1.99, 5.27, -2.57], [-1.03, 1.55, 0.32], [-2.65, -0.26, 0.73], [-1.74, -0.95, -0.61]], "charge": -2, "multiplicity": 1, "relative_energy_kj_mol": 29.7, "e_homo_ha": -0.10914}

---

[3]
{"formula": "C34H22Cl2MnN8O4", "method": "ωB97M-V/def2-TZVPD", "elements": ["Mn", "Cl", "Cl", "O", "O", "O", "O", "N", "N", "N", "N", "N", "N", "N", "N", "C", "C", "C", "C", "C", "C", "C", "C", "C", "C", "C", "C", "C", "C", "C", "C", "C", "C", "C", "C", "C", "C", "C", "C", "C", "C", "C", "C", "C", "C", "C", "C", "C", "C", "H", "H", "H", "H", "H", "H", "H", "H", "H", "H", "H", "H", "H", "H", "H", "H", "H", "H", "H", "H", "H", "H"], "xyz": [[0.21, -1.92, 1.49], [-0.64, -2.40, 6.23], [4.65, -2.44, 7.26], [0.20, -2.03, 3.48], [2.20, -1.71, 1.49], [-0.50, 7.91, -6.74], [0.63, -3.95, 1.41], [0.30, -1.61, -0.52], [-0.08, 0.09, 1.43], [0.00, 2.23, -3.60], [-4.22, -2.44, 1.59], [-0.08, -4.73, 2.21], [-5.13, -4.54, 2.55], [-0.30, 3.67, -1.94], [-1.79, -2.13, 1.45], [-1.35, -5.05, 1.89], [-0.42, 6.80, -5.97], [2.94, -1.80, 2.48], [-0.52, 7.00, -4.59], [0.49, -5.20, 3.33], [-0.24, 5.51, -6.46], [-0.41, 7.74, -8.15], [0.15, -0.33, -0.89], [-4.68, -3.57, 2.11], [0.37, -0.91, -3.20], [0.02, 1.48, -2.44], [2.57, -2.02, 3.84], [-0.31, 0.89, 2.45], [-0.44, 2.82, 1.04], [-0.27, 4.64, -4.20], [-0.19, 3.54, -3.24], [-2.94, -2.29, 1.54], [-0.17, 2.40, -1.43], [2.03, -2.39, 6.55], [-0.44, 5.94, -3.72], [3.36, -2.30, 6.10], [0.18, 0.08, -2.23], [-0.49, 2.27, 2.29], [-2.12, -5.80, 2.76], [3.62, -2.12, 4.78], [-0.22, 1.98, -0.06], [-0.24, -5.97, 4.21], [1.20, -2.10, 4.26], [-0.04, 0.62, 0.19], [1.00, -2.28, 5.67], [0.52, -2.22, -2.81], [-1.57, -6.26, 3.94], [-0.17, 4.44, -5.57], [0.48, -2.53, -1.45], [1.52, -4.91, 3.47], [-3.15, -5.98, 2.50], [0.66, -3.00, -3.53], [0.24, -6.31, 5.12], [0.60, -3.55, -1.09], [-0.65, 8.02, -4.23], [-0.50, 8.73, -8.57], [-2.16, -6.82, 4.64], [-0.03, 3.45, -5.98], [4.02, -1.69, 2.30], [4.64, -2.04, 4.44], [-1.21, 7.11, -8.52], [-0.36, 0.42, 3.42], [-0.16, 5.32, -7.52], [0.56, 7.31, -8.43], [-0.68, 2.88, 3.16], [1.82, -2.53, 7.61], [-1.70, -4.64, 0.96], [-0.58, 3.88, 0.87], [0.11, 1.89, -4.54], [-0.52, 6.10, -2.66], [0.40, -0.65, -4.25]], "multiplicity": 2, "relative_energy_kj_mol": 0.0, "e_homo_ha": [-0.28257, -0.26515]}

---

[4]
{"formula": "C34H22F2O10", "method": "ωB97M-V/def2-TZVPD", "elements": ["F", "F", "O", "O", "O", "O", "O", "O", "O", "O", "O", "O", "C", "C", "C", "C", "C", "C", "C", "C", "C", "C", "C", "C", "C", "C", "C", "C", "C", "C", "C", "C", "C", "C", "C", "C", "C", "C", "C", "C", "C", "C", "C", "C", "C", "C", "H", "H", "H", "H", "H", "H", "H", "H", "H", "H", "H", "H", "H", "H", "H", "H", "H", "H", "H", "H", "H", "H"], "xyz": [[2.20, 2.09, -2.04], [0.59, -4.48, -9.87], [-2.32, -7.27, -10.32], [-0.46, -7.38, 2.43], [-0.14, 2.83, -3.80], [3.01, 9.02, 6.85], [-1.51, -5.25, -9.42], [0.92, 6.63, 2.46], [1.69, 1.85, -4.28], [-2.97, -6.21, -2.26], [-0.45, -6.97, -9.06], [0.01, 1.29, -5.47], [-5.05, -8.60, 0.56], [-3.09, -8.38, 2.02], [3.62, 6.23, 6.35], [0.83, -3.94, 0.28], [-0.68, -5.82, 0.65], [0.75, 10.18, 5.65], [0.74, 8.44, 4.01], [1.23, 7.12, 3.49], [-4.36, -8.94, 1.78], [2.30, 6.41, 4.32], [0.34, -3.68, -0.99], [-0.99, 10.16, 4.04], [-1.10, -7.01, 1.41], [0.39, -5.04, 1.10], [4.13, 5.00, 5.91], [-0.38, 10.76, 5.15], [-4.45, -7.72, -0.33], [-1.23, -5.56, -0.68], [-0.35, 9.10, 3.39], [0.84, 3.59, -3.05], [-0.34, -4.79, -8.91], [-0.76, -4.52, -1.41], [1.32, 9.01, 5.16], [2.87, 7.00, 5.51], [0.04, -5.97, -8.12], [2.00, 2.70, -3.20], [0.44, 1.91, -4.51], [2.43, 8.37, 5.94], [-1.48, -6.57, -9.68], [-2.47, -7.54, 1.13], [-3.12, -7.22, -0.09], [3.74, 4.52, 4.67], [2.85, 5.23, 3.84], [-2.43, -6.33, -1.14], [-1.92, 10.55, 3.65], [-2.58, -8.64, 2.94], [0.53, 3.73, -2.02], [-0.87, 11.62, 5.58], [-4.96, -7.41, -1.23], [4.02, 3.51, 4.41], [-0.75, 8.56, 2.55], [4.81, 4.46, 6.55], [2.52, 4.91, 2.86], [0.99, -6.25, -7.66], [3.87, 6.60, 7.33], [-0.53, -3.90, -8.31], [1.74, -3.44, 0.57], [-1.29, -4.35, -2.33], [0.71, -2.84, -1.55], [-0.63, -5.87, -7.26], [0.98, 4.55, -3.57], [-6.01, -9.06, 0.35], [2.83, 3.34, -3.50], [1.19, 10.51, 6.58], [0.84, -5.14, 2.08], [-4.65, -9.68, 2.51]], "multiplicity": 1, "smiles": "O=C1c2ccccc2C(=O)c2ccccc21.O=C1c2ccccc2C(=O)c2ccccc21.O=C1OC[C@@H](F)O1.O=C1OC[C@@H](F)O1", "e_homo_ha": -0.35657}

---

[5]
{"formula": "C34H22F6IIrNO4PS2", "method": "ωB97M-V/def2-TZVPD", "elements": ["Ir", "I", "S", "S", "P", "F", "F", "F", "F", "F", "F", "O", "O", "O", "O", "N", "C", "C", "C", "C", "C", "C", "C", "C", "C", "C", "C", "C", "C", "C", "C", "C", "C", "C", "C", "C", "C", "C", "C", "C", "C", "C", "C", "C", "C", "C", "C", "C", "C", "C", "H", "H", "H", "H", "H", "H", "H", "H", "H", "H", "H", "H", "H", "H", "H", "H", "H", "H", "H", "H", "H", "H"], "xyz": [[0.63, -0.57, 0.20], [3.25, 0.17, -0.04], [1.80, 2.61, 1.88], [1.80, 0.40, 3.62], [-1.01, 1.06, -0.60], [2.03, 4.82, 3.31], [-0.02, -0.21, 5.41], [0.10, 3.85, 3.46], [0.63, 4.91, 1.65], [0.59, 1.86, 5.46], [-0.70, 1.16, 3.88], [2.74, -0.18, 4.52], [1.22, -0.48, 2.62], [2.85, 3.11, 1.02], [0.66, 1.99, 1.23], [2.33, 1.80, 3.11], [-2.02, -3.95, 0.53], [1.58, 1.69, -4.34], [-2.65, 4.84, -0.69], [-3.63, 0.41, -1.47], [0.25, -3.42, -0.57], [-0.80, -3.08, 0.55], [1.58, 2.64, -3.34], [1.10, 4.14, 2.63], [5.39, -3.59, -0.14], [-4.68, -0.50, -1.57], [-3.03, 3.89, 1.49], [-2.44, 0.01, -0.91], [-2.27, -1.28, -0.39], [2.68, -2.77, -0.30], [-2.33, 2.75, 1.12], [0.74, 2.49, -2.24], [0.76, 0.57, -4.25], [-0.07, 0.41, -3.15], [-1.96, 3.69, -1.07], [0.33, 0.84, 4.66], [0.72, -4.84, -0.55], [-4.54, -1.78, -1.08], [-3.35, -2.20, -0.49], [-0.10, 1.38, -2.15], [2.01, -5.16, -0.47], [5.05, -2.24, -0.04], [4.38, -4.52, -0.31], [3.73, -1.86, -0.14], [-1.02, -1.64, 0.22], [1.30, -2.37, -0.37], [-1.79, 2.65, -0.17], [-3.19, 4.93, 0.59], [-3.18, -3.54, 0.03], [3.05, -4.14, -0.37], [-1.91, -4.95, 0.93], [5.82, -1.49, 0.10], [-4.04, -4.21, 0.01], [-2.78, 5.65, -1.39], [0.77, 3.21, -1.43], [2.23, 3.50, -3.40], [6.42, -3.89, -0.08], [-1.57, 3.61, -2.08], [-0.29, -3.19, 1.50], [-0.28, -3.25, -1.52], [-5.36, -2.49, -1.16], [-3.73, 5.82, 0.88], [-5.62, -0.20, -2.03], [2.24, 1.80, -5.19], [4.63, -5.58, -0.39], [-0.71, -0.46, -3.07], [-0.04, -5.61, -0.64], [0.78, -0.18, -5.03], [2.32, -6.19, -0.47], [-2.19, 1.94, 1.82], [-3.44, 3.97, 2.49], [-3.75, 1.42, -1.85]], "multiplicity": 1, "relative_energy_kj_mol": 142.6, "e_homo_ha": [-0.26411, -0.27285]}

---

[6]
{"formula": "C34H23Br4N4O8S3Ta", "method": "ωB97M-V/def2-TZVPD", "elements": ["Ta", "Br", "Br", "Br", "Br", "S", "S", "S", "O", "O", "O", "O", "O", "O", "O", "O", "N", "N", "N", "N", "C", "C", "C", "C", "C", "C", "C", "C", "C", "C", "C", "C", "C", "C", "C", "C", "C", "C", "C", "C", "C", "C", "C", "C", "C", "C", "C", "C", "C", "C", "C", "C", "C", "C", "H", "H", "H", "H", "H", "H", "H", "H", "H", "H", "H", "H", "H", "H", "H", "H", "H", "H", "H", "H", "H", "H", "H"], "xyz": [[-0.22, 0.34, 0.43], [5.50, -0.04, -3.71], [3.04, -1.02, -5.70], [-0.09, -1.12, -4.49], [4.78, 0.80, -0.54], [0.42, 0.50, 2.83], [0.63, 2.99, 0.86], [-2.71, -0.96, 1.64], [-0.09, -0.20, -1.56], [-1.51, 1.65, -0.41], [0.50, -1.54, 0.83], [1.76, 0.50, -0.05], [0.43, -3.76, 0.56], [-2.35, -1.93, 2.65], [-2.58, 0.45, 1.95], [-3.52, 1.38, -1.36], [-4.71, 4.03, -0.89], [-1.30, 2.34, 5.59], [-0.82, 5.51, 3.16], [-1.90, -1.09, 0.28], [2.14, 0.19, -1.27], [2.69, -0.53, -3.91], [-5.11, -0.59, 0.33], [-0.81, 2.23, 4.55], [-6.40, -2.58, 1.79], [-2.43, 3.47, -1.56], [-5.07, 2.46, 2.96], [1.37, -0.58, -3.43], [-2.55, 2.05, -1.07], [-7.10, -1.87, 0.82], [-2.19, 5.97, -2.76], [-3.36, 5.62, -2.11], [-0.08, -2.67, 0.48], [3.72, -0.12, -3.07], [3.44, 0.24, -1.75], [-0.21, 2.08, 3.26], [-7.07, 2.69, -0.28], [-1.47, -2.43, -0.10], [1.11, -0.22, -2.12], [-7.39, 1.64, 2.50], [-4.42, -1.31, 1.30], [-1.11, 5.10, -2.77], [-5.06, -2.31, 2.03], [-6.00, 2.85, 0.77], [-3.89, 3.08, 2.58], [-3.50, 4.37, -1.51], [-8.55, -2.19, 0.54], [-0.49, 4.45, 2.85], [-0.07, 3.15, 2.42], [-1.24, 3.86, -2.15], [-6.44, -0.89, 0.10], [-3.76, 3.61, 1.31], [-4.81, 3.49, 0.41], [-6.13, 2.34, 2.06], [-4.59, 0.17, -0.23], [-9.05, -1.34, 0.06], [-6.62, 2.37, -1.22], [-2.10, 6.95, -3.22], [-6.90, -3.35, 2.36], [-7.82, 1.96, 0.03], [-8.65, -3.05, -0.12], [-5.50, 4.58, -1.19], [-3.08, 3.15, 3.29], [-0.18, 5.37, -3.24], [-4.50, -2.84, 2.78], [-6.98, -0.32, -0.66], [-7.35, 1.42, 3.56], [-0.41, 3.16, -2.14], [-7.52, 0.69, 1.97], [-1.38, -2.46, -1.19], [-5.17, 2.04, 3.95], [-4.18, 6.33, -2.05], [-8.28, 2.25, 2.31], [-9.09, -2.42, 1.47], [-2.84, 4.11, 1.03], [-7.60, 3.63, -0.47], [-2.16, -3.21, 0.21]], "charge": -2, "multiplicity": 1, "relative_energy_kj_mol": 82.4, "e_homo_ha": -0.09648}

---

Number 1: energy -205480.109 eV. Number 2: energy -126658.285 eV. Number 3: energy -112092.182 eV. Number 4: energy -61522.949 eV. Number 5: energy -103496.114 eV. Number 6: energy -372207.847 eV.